[1]
The following is a quantum chemistry calculation of a molecular structure, C35H40N4O3S2W, from the Open Molecules 2025 dataset.

Last column: Mulliken charge in e.
Positions of all 85 atoms, in Å:
H: -3.53624 1.15300 1.54513  0.52
O: 0.15280 1.67464 -0.05427  -0.27
O: 1.12006 -0.23230 -1.81380  -0.05
C: 0.85455 5.11590 -3.47209  -0.08
H: -5.20096 2.61820 0.73625  0.50
H: -4.05575 -1.29612 -0.52774  0.23
C: 3.28077 6.09242 -2.54925  -0.83
C: -1.31074 3.76729 1.98240  0.35
H: 4.22740 6.47123 -2.19146  0.42
N: -2.03193 0.26511 0.48441  0.52
H: -1.93593 3.54758 4.01755  0.44
C: 3.85916 -2.31851 -2.92683  -0.53
H: -2.30667 -0.38274 2.49168  0.69
C: -0.93592 -1.66643 1.38510  -0.81
H: -1.47151 7.56387 2.62884  0.42
H: 2.95412 -4.01217 -0.13875  0.45
C: -4.67522 3.43154 -2.50598  -0.61
H: -2.87804 -4.73290 -0.11543  0.43
C: -1.03770 6.02181 1.20863  -0.66
C: 1.29053 6.37119 -3.86757  -0.74
C: -3.69794 -4.07086 -0.38121  -1.34
H: -0.09163 4.73356 -3.83727  0.42
N: -0.02429 -1.44398 0.25777  0.02
C: -3.62150 1.83513 -0.49386  1.77
H: 3.47061 4.23498 -1.50423  0.42
C: -3.55750 2.66501 -2.77655  -0.48
H: -0.23808 5.02718 -1.01409  0.42
C: -1.69253 4.24334 3.22561  -0.78
H: -4.53212 -4.65904 -0.76335  0.34
W: -0.64485 0.03509 -1.14301  1.42
H: -4.03812 -3.54743 0.51382  0.45
H: -0.40884 -2.11942 2.22531  0.72
C: 3.87281 -3.30589 -1.93733  -0.87
C: -2.52789 -5.52328 -2.59197  -1.18
H: 2.93009 -0.51647 -3.65874  0.51
C: -4.75026 2.63094 -0.24707  -1.07
H: -3.85206 -1.29820 -2.29713  0.43
C: 2.85068 4.83409 -2.16003  -0.16
H: -2.05809 5.97837 4.43223  0.41
C: -3.02808 1.86985 -1.76000  -0.33
H: -3.08822 2.66461 -3.74967  0.61
C: -1.42950 6.49825 2.45157  -0.71
H: -5.14296 -2.25570 -1.54405  0.46
H: -2.41355 -6.29676 -1.83306  0.36
H: 0.21042 2.70292 -2.67131  0.25
N: -3.24263 -3.06203 -1.33374  0.26
C: 1.13649 2.99882 -2.16617  -0.23
H: -1.25060 2.70014 1.80752  0.23
H: 0.01068 -5.61761 -2.56590  0.42
H: 1.13082 -2.98274 0.94709  0.40
N: -1.63754 -4.38301 -2.34497  0.08
H: -0.72670 0.34162 2.10016  0.21
S: 0.79096 3.03508 -0.39612  -0.02
H: -2.25735 -5.94150 -3.56100  0.42
O: -1.92452 1.13852 -2.01138  -0.69
C: 2.93898 -1.28777 -2.90241  -0.96
S: -1.23809 -1.78991 -2.65065  -0.48
C: -4.11876 -1.89897 -1.43188  -1.19
C: 2.94792 -3.26147 -0.91899  -0.86
C: 1.63467 4.34074 -2.61854  -0.09
C: 1.00217 -2.23198 0.16896  0.35
C: 1.98215 -2.24178 -0.88346  0.28
C: 1.99482 -1.25776 -1.87972  0.84
H: -0.23134 -4.48596 -3.91259  0.36
H: -0.77484 6.72024 0.42399  0.45
H: 2.84225 7.84014 -3.70903  0.42
C: -1.75790 5.60936 3.46190  -0.55
C: -0.27425 -4.60029 -2.82874  -0.82
H: -3.56002 -5.19593 -2.63895  0.40
H: -5.08849 4.05208 -3.28910  0.47
H: 4.61107 -4.09343 -1.96857  0.46
C: 2.50180 6.86115 -3.40207  -0.48
H: 0.68713 6.96359 -4.54136  0.43
C: -2.09655 -3.17482 -2.02274  0.63
H: -1.39321 3.67978 -0.94013  -0.42
H: -1.72738 -2.34348 1.05217  -0.09
H: -6.14369 4.03337 -1.05273  0.47
C: -1.52190 -0.31672 1.73555  -0.92
C: -3.05958 1.04624 0.57089  -1.05
H: 4.58655 -2.35555 -3.72595  0.46
C: -0.58370 4.18786 -0.40792  0.39
H: 1.88129 2.21014 -2.27838  0.37
C: -5.27472 3.42190 -1.24459  -0.81
C: -0.98055 4.65352 0.96373  0.20
H: 0.41166 -3.90021 -2.36699  0.14

Atomic forces in eV per Å
H 0.02 -0.01 0.00
O -0.14 -0.33 0.16
O -0.23 -0.40 -0.06
C 0.03 0.01 0.02
H -0.02 0.00 0.05
H -0.01 0.08 0.05
C 0.00 0.04 -0.02
C -0.01 -0.09 0.00
H 0.03 0.01 0.01
N -0.21 -0.25 -0.05
H -0.01 -0.01 0.02
C -0.02 0.08 -0.05
H 0.02 -0.03 -0.06
C -0.13 0.10 -0.01
H 0.00 0.01 0.01
H 0.00 -0.02 0.02
C 0.04 0.00 -0.08
H -0.02 -0.01 0.02
C 0.00 -0.03 0.06
C -0.02 -0.02 0.00
C 0.03 0.01 0.05
H -0.02 -0.02 0.00
N 0.40 0.04 0.13
C 0.23 -0.21 0.15
H 0.01 -0.03 0.03
C -0.03 -0.09 0.26
H -0.03 -0.01 0.01
C -0.03 0.00 0.07
H -0.01 0.00 0.00
W -0.19 0.00 -0.42
H 0.02 -0.03 0.02
H -0.03 0.06 0.00
C -0.08 -0.01 0.11
C 0.03 0.01 -0.02
H 0.00 0.02 -0.02
C -0.06 0.09 -0.14
H -0.01 0.00 0.06
C 0.05 -0.02 0.01
H -0.01 0.01 0.03
C 0.05 -0.02 -0.41
H 0.02 0.00 -0.04
C 0.02 0.01 -0.06
H 0.00 0.02 -0.01
H -0.02 0.00 0.00
H 0.12 0.03 0.00
N 0.17 0.03 -0.10
C -0.03 -0.14 -0.12
H 0.00 -0.01 0.00
H 0.02 0.00 0.00
H -0.03 0.00 0.01
N -0.05 0.01 0.07
H -0.05 -0.05 0.03
S 0.28 0.31 0.02
H -0.01 -0.02 0.02
O 0.29 0.16 0.45
C -0.02 -0.16 0.16
S -0.08 0.12 0.03
C 0.09 -0.01 -0.09
C 0.11 0.00 -0.13
C -0.11 0.04 -0.05
C -0.03 0.13 -0.13
C -0.23 0.08 0.16
C 0.00 0.38 -0.08
H 0.02 0.00 0.00
H 0.01 0.02 -0.02
H 0.01 0.02 0.00
C -0.01 -0.03 0.01
C 0.01 -0.04 -0.01
H -0.02 -0.01 -0.02
H -0.02 0.02 -0.01
H 0.02 -0.01 0.00
C 0.02 0.02 0.00
H -0.01 0.01 -0.01
C -0.17 -0.03 0.02
H 0.01 0.02 -0.02
H -0.02 -0.01 0.04
H -0.02 0.02 0.00
C 0.04 -0.02 -0.03
C 0.10 0.01 -0.04
H 0.02 -0.01 -0.02
C -0.14 0.01 -0.05
H -0.02 -0.01 -0.03
C 0.03 -0.06 0.10
C 0.02 0.19 -0.03
H 0.04 0.02 0.01

Properties
F_max, Eh/bohr: 0.0109
Energy, eV: -72532.703
HOMO (alpha / beta), eV: -12.8084 / -12.8094
Frontier orbital gap (alpha / beta), Eh: 0.2597 / 0.2597
ΔE to the lowest compared entry with this formula, charge and spin, kcal per mole: 0.00
Charge: +2

=====

[2]
The following is a quantum chemistry calculation of a molecular structure, C35H41CuN11OP2S, from the Open Molecules 2025 dataset.

Last column: Mulliken charge in e.
Positions of all 92 atoms, in Å:
C: -5.25950 2.48617 -1.12824  -1.17
H: -2.41846 0.22217 2.52694  0.32
H: 5.04038 -1.23966 1.84650  0.44
C: -0.43994 -1.05386 -3.28329  -1.10
N: -1.88777 1.35967 -0.73378  0.86
S: -2.33303 -1.58327 0.08281  -0.43
C: 0.72958 -4.25852 -1.52141  -0.66
C: -1.20200 2.45743 -7.25867  -0.20
N: -3.04866 3.23237 -0.52011  -1.04
C: -1.75459 -3.02727 0.71857  0.13
H: 0.67120 2.11141 3.19844  0.50
H: -0.56685 2.32844 1.94220  0.38
C: 0.79507 2.63877 -8.55902  -0.60
C: 1.12496 -0.47608 3.62707  -1.24
H: 2.01917 -4.63811 -3.19379  0.49
N: -0.60199 -3.67128 0.39013  0.80
C: -3.14512 1.13773 -1.09370  -0.81
H: 2.85287 0.71490 3.10325  0.35
H: 3.26282 -0.82739 3.86264  0.61
C: 0.61216 0.75493 -3.06131  -0.70
C: -1.87635 2.67276 -0.40354  -0.95
H: -1.06719 -1.89309 -3.06885  0.73
H: 2.54900 1.75905 -7.70515  0.47
H: -5.80949 1.75423 -0.52796  0.48
N: -2.40412 -3.78920 1.62305  0.27
C: 1.49612 1.96430 -7.57263  -0.92
C: 0.85145 1.53587 -6.41501  1.09
H: -1.97223 -5.66991 2.55938  0.53
H: 3.03775 -2.35922 -3.07264  0.58
C: -4.88530 2.55530 -3.62896  0.02
H: 1.59438 -3.11828 2.38774  0.26
H: 4.61481 0.08932 0.74539  0.39
H: -1.02429 1.47328 -5.37039  0.78
C: -7.61690 2.35750 -4.08473  -0.63
H: -1.53105 0.59836 4.02018  0.54
H: 1.12438 2.02668 1.48001  0.37
H: -3.69247 -3.85905 3.24818  0.36
C: -0.49432 1.79563 -6.25477  -0.22
P: 0.00116 -0.00545 2.22089  1.57
N: -4.69729 2.98772 -7.27730  -0.47
N: 0.87690 -2.08567 -0.52527  2.25
C: 2.56721 -0.33468 3.18186  -0.87
P: 2.61758 -1.09550 1.50008  0.80
H: 1.30535 2.96503 -9.45103  0.42
H: -4.48757 -3.90315 1.66448  0.30
C: -2.61470 2.65986 -7.05938  0.58
H: -1.74032 -1.08785 3.50555  0.37
H: 2.26453 -0.80774 -1.28755  0.75
C: 1.70029 -3.92689 -2.44801  -0.85
C: 0.35141 -3.30444 -0.57983  -1.03
H: -7.79790 2.23076 -1.95742  0.47
H: -5.44891 3.48437 -0.72071  0.33
H: 0.25611 -5.22548 -1.52982  0.69
H: -7.12329 2.51994 -6.17692  0.54
N: 0.15771 -0.87686 -4.42912  -0.86
C: 4.39109 -0.94083 1.02362  -1.37
H: -3.77872 -2.38259 2.23883  0.31
H: -8.67992 2.28327 -4.25239  0.42
N: -3.54306 2.96819 -7.91783  -0.48
C: -0.54899 -4.84745 1.11020  -0.53
C: -1.66456 -4.91399 1.86749  -0.81
C: 2.58320 -2.86603 2.00753  -1.47
H: -0.99581 3.19700 -0.09815  0.72
C: -4.46678 2.69894 -6.02913  0.55
N: -3.84962 2.26044 -0.95092  0.99
C: -1.58100 -0.06652 3.15901  -1.31
H: 2.40515 1.43646 -4.93682  0.40
C: -7.11786 2.32453 -2.79211  -0.95
H: 2.80915 -3.50024 1.15216  0.37
H: 4.58686 -1.58589 0.16593  0.39
H: 2.11995 -0.07760 -5.83748  0.43
H: 0.27670 -5.52156 1.03822  0.55
C: 1.83683 -1.79352 -1.40143  -1.09
Cu: -0.53576 -0.23747 -0.21169  -0.80
C: -0.55928 2.88388 -8.41571  -0.98
C: -5.74854 2.43458 -2.55765  0.81
C: -6.76019 2.49091 -5.16168  -0.94
H: 1.03166 1.66604 -2.68080  0.51
N: -0.18185 -0.06975 -2.39155  1.03
H: -3.54403 0.20638 -1.44148  0.66
H: -3.81966 2.65127 -3.47617  0.69
H: 0.91021 -1.50341 3.92943  0.44
H: 0.88586 0.17583 4.47262  0.63
C: 0.34510 1.79366 2.20567  -1.71
C: 1.63786 0.78221 -5.36133  -1.42
N: 0.82703 0.26694 -4.28782  1.02
H: -1.12448 3.39484 -9.17758  0.55
C: -5.39121 2.58301 -4.92972  -0.03
H: 3.32898 -3.02263 2.78770  0.57
C: -3.66438 -3.46641 2.23252  -0.82
O: -3.14866 2.47707 -5.82954  -0.26
C: 2.27116 -2.66380 -2.38083  -1.14

Atomic forces in eV per Å
C -0.94 0.23 -0.03
H -0.01 0.00 -0.02
H 0.04 -0.02 -0.01
C 0.03 0.19 -0.07
N 0.24 0.02 0.48
S -0.88 -0.19 -0.16
C -0.10 0.10 0.17
C 0.46 -0.11 0.20
N 0.05 1.09 0.20
C -0.05 0.01 -0.06
H -0.05 0.04 -0.08
H 0.05 0.00 0.01
C 0.03 -0.06 0.03
C 0.17 -0.45 -0.30
H -0.03 -0.07 -0.08
N -0.77 0.06 0.70
C 0.02 0.12 0.14
H 0.02 0.04 0.00
H -0.01 0.05 0.06
C -0.04 -0.14 -0.03
C -0.35 -0.15 -0.13
H -0.18 -0.28 0.03
H 0.11 0.00 -0.04
H 0.09 0.15 0.00
N 0.84 0.27 -0.50
C -0.01 -0.08 0.12
C -0.10 0.04 0.04
H -0.10 -0.13 0.15
H 0.13 0.03 -0.09
C -0.16 0.02 -0.10
H -0.03 -0.14 0.03
H 0.02 -0.03 0.00
H -0.03 -0.04 0.02
C 0.01 0.03 0.09
H 0.07 0.00 0.05
H 0.02 0.10 0.03
H 0.07 0.05 -0.06
C 0.06 0.06 -0.16
P -0.97 0.99 0.58
N -1.95 0.01 1.45
N -0.58 -0.50 -0.19
C 0.19 -0.12 -0.29
P 1.08 0.33 0.71
H 0.07 0.03 -0.09
H 0.05 0.05 0.01
C -1.03 0.29 -0.42
H -0.07 -0.02 0.03
H 0.10 0.06 -0.12
C 0.08 0.19 0.15
C 0.58 0.07 -0.83
H -0.08 -0.03 0.08
H 0.05 -0.22 0.06
H -0.07 -0.16 0.01
H -0.07 0.00 -0.08
N -0.21 -0.63 -0.63
C -0.27 0.02 0.03
H -0.03 -0.11 0.07
H -0.09 -0.02 0.00
N 2.26 -0.14 -0.90
C -0.23 -0.44 0.38
C 0.65 -0.46 -0.13
C -0.15 0.35 -0.20
H 0.14 0.24 0.11
C 0.18 0.14 -1.12
N 0.66 -0.61 -0.11
C 0.08 -0.06 -0.40
H -0.05 -0.18 0.06
C 0.12 0.03 0.03
H 0.01 -0.08 -0.02
H 0.05 0.03 -0.01
H 0.03 0.13 0.22
H 0.21 -0.17 -0.03
C 0.14 -0.14 -0.12
Cu 0.75 0.03 -0.17
C -0.13 -0.09 0.23
C 0.00 -0.07 -0.06
C 0.28 0.03 0.00
H 0.12 0.20 -0.05
N 0.11 0.03 0.44
H -0.20 -0.15 -0.09
H 0.07 0.02 0.01
H -0.04 0.03 0.01
H -0.19 -0.02 -0.16
C 0.02 -0.06 -0.17
C 0.37 0.31 -0.76
N -0.06 0.16 0.90
H -0.06 0.06 -0.11
C -0.11 -0.10 0.50
H -0.02 -0.10 -0.02
C -0.74 0.18 0.18
O 0.17 -0.08 0.33
C 0.07 -0.07 0.09

Properties
F_max, Eh/bohr: 0.0475
Energy, eV: -129438.866
HOMO (alpha / beta), eV: -12.0454 / -12.0454
Multiplicity: 2
Frontier orbital gap (alpha / beta), Eh: 0.2536 / 0.1601
Charge: +2
<S²>: 0.7593